1.
18
Properties=species:S:1:pos:R:3:forces:R:3:lowdin_charge:R:1 method="wB97M-V/def2-TZVPD" e_above_lowest_kcal_mol=140.5 lumo_ev=1.05 smiles="C[C@@H]1C[C@@H]2CC=NN21" e_homo_ev=-7.990
C 2.1166 -0.5476 0.3345 1.6 -3.6 2.0 -0.130
C 1.3662 0.5000 -0.2828 -1.6 3.1 0.9 -0.355
C 0.2231 1.2665 0.6697 4.4 4.3 1.3 -0.095
C -0.6883 0.8917 -0.4851 -3.7 3.4 3.5 -0.332
C -1.9959 0.2692 0.1075 1.4 -1.3 -0.1 -0.076
C -1.3221 -1.1724 0.3339 0.3 -1.0 -0.4 -0.065
N -0.1236 -1.2932 -0.2565 -5.6 -0.6 2.1 -0.018
N 0.1683 -0.1276 -0.8124 1.7 -1.4 -5.6 -0.198
H 2.4474 -1.0980 -0.6763 0.5 0.5 2.7 0.122
H 2.8912 -0.2739 1.2573 -1.7 -0.7 -3.0 0.130
H 1.1873 -1.3498 0.7467 3.6 2.3 -0.5 0.136
H 1.8563 1.1411 -1.0970 -0.6 -0.8 1.4 0.157
H 0.3454 0.9250 1.7291 -1.2 -0.9 -1.1 0.108
H 0.3957 2.4405 0.9296 -0.4 -2.3 -1.2 0.132
H -0.7462 1.8749 -1.0793 -0.1 -2.1 0.0 0.174
H -2.2056 0.7290 1.0672 0.1 0.1 0.3 0.086
H -2.9429 0.3740 -0.4403 0.5 -0.7 -0.4 0.095
H -1.7393 -2.0610 0.9782 0.8 1.9 -1.7 0.129



2.
18
Properties=species:S:1:pos:R:3:forces:R:3:lowdin_charge:R:1 method="wB97M-V/def2-TZVPD" e_above_lowest_kcal_mol=82.7 lumo_ev=0.91 e_homo_ev=-8.021
C -1.7984 0.1761 -2.5876 0.3 1.1 1.0 -0.104
C -0.9811 -0.2180 -1.3996 -0.6 0.0 0.0 -0.101
C -0.2851 -0.5173 -0.4603 0.4 -0.3 1.1 -0.005
C 0.5603 -0.9036 0.6994 1.5 0.5 0.0 -0.343
C 0.7912 -2.3738 1.0160 0.1 -1.1 0.6 -0.085
N 1.3848 -0.1334 1.3729 -1.9 -1.6 -1.3 0.018
N 1.4209 1.1856 1.1970 1.8 1.2 1.7 -0.154
C 0.2831 1.9867 0.8849 -1.4 1.0 -0.4 -0.138
H -1.6574 1.3162 -2.7154 -0.6 -1.8 0.1 0.098
H -2.9104 -0.1110 -2.5086 1.9 0.4 -0.2 0.101
H -1.2456 -0.2965 -3.3985 -0.7 0.0 -0.5 0.063
H 1.6810 -2.5073 1.7385 -1.5 0.5 -1.2 0.094
H -0.1101 -2.8216 1.5236 0.8 0.3 -0.6 0.077
H 0.9959 -2.9779 0.0913 -0.2 0.6 0.8 0.077
H 1.8948 1.5453 2.0460 -0.3 -0.2 -1.1 0.127
H 0.0896 2.0112 -0.2424 0.0 0.0 1.8 0.084
H 0.4957 3.0294 1.2655 -0.2 -1.1 -0.6 0.091
H -0.6093 1.6099 1.4772 0.6 0.4 -1.0 0.101



3.
18
Properties=species:S:1:pos:R:3:forces:R:3:lowdin_charge:R:1 method="wB97M-V/def2-TZVPD" e_above_lowest_kcal_mol=187.6 lumo_ev=0.65 e_homo_ev=-7.837
C -1.3257 0.1842 -0.3679 -1.1 6.4 -3.0 -0.452
C -0.0821 1.3843 -0.3759 -6.3 1.5 2.8 -0.188
C 2.3227 0.0252 0.2034 1.8 2.5 0.6 -0.005
C 1.0688 -0.1876 1.0100 0.5 0.3 2.4 -0.335
C 0.0093 -1.2639 1.2538 -0.6 2.3 -1.6 0.001
C -1.0750 -0.8580 0.5292 -3.7 -4.1 4.5 -0.137
H -1.9433 -1.1263 -1.8228 1.1 1.8 -0.3 0.078
H -2.3464 0.6192 -2.0918 3.9 -3.5 0.1 0.183
H -2.4069 0.7720 -0.3090 2.7 -1.6 1.5 0.148
H -0.2194 1.6848 -1.3526 0.3 1.4 -1.9 0.063
H -0.4179 2.2455 0.4808 1.2 -1.8 -2.0 0.157
H 3.1111 -0.6147 -0.3080 -2.6 -0.2 -0.6 0.102
H 3.1675 0.7360 0.6495 -2.5 -0.6 -0.2 0.111
H 1.1122 0.4683 1.9756 0.0 -1.0 -1.2 0.161
H -0.0095 -1.9039 2.1439 -0.1 0.2 -0.7 0.100
H -2.2470 -1.2248 0.8490 3.5 0.0 -0.7 0.168
N -1.3813 -0.1939 -1.8166 -5.1 0.9 -0.7 -0.032
N 0.9087 0.5708 -0.1449 6.9 -4.6 1.0 -0.121



4.
18
Properties=species:S:1:pos:R:3:forces:R:3:lowdin_charge:R:1 method="wB97M-V/def2-TZVPD" e_above_lowest_kcal_mol=118.9 lumo_ev="0.20 / 0.20" e_homo_ev="-6.958 / -6.959"
C -2.4775 0.7549 1.3516 -0.2 0.4 0.2 -0.143
N -0.3859 -2.2051 0.5521 0.6 -0.1 -0.4 0.052
C -0.5467 -0.8185 0.5313 -1.8 1.0 1.7 -0.307
C -1.2180 0.1696 0.8858 0.6 -1.5 -0.8 -0.089
H 0.5498 -2.4785 0.8399 -0.2 0.0 0.0 0.084
H -1.0743 -2.6462 1.1491 0.1 0.2 -0.1 0.087
H -3.1409 0.0193 1.8334 0.2 0.1 -0.1 0.066
H -3.0269 1.1865 0.5078 0.0 0.0 0.1 0.067
H -2.3077 1.5693 2.0618 -0.1 0.0 0.0 0.060
C 1.3611 0.9680 -0.2620 0.0 0.3 -0.2 -0.204
C 0.9370 -0.8488 -1.7250 -0.2 0.7 0.6 0.033
C 2.3056 1.6172 -0.9401 -0.2 -0.1 0.1 0.025
N 0.8574 -0.3049 -0.5658 1.2 -0.8 -1.0 -0.083
H 0.9256 1.3535 0.6496 -0.1 0.1 0.0 0.094
H 0.6592 -1.8892 -1.8175 -0.1 -0.1 0.0 0.076
H 1.1827 -0.2664 -2.6113 0.1 0.0 0.0 0.084
H 2.7535 1.2375 -1.8476 0.0 -0.1 0.0 0.047
H 2.6461 2.5818 -0.5932 0.0 0.0 0.1 0.051



5.
18
Properties=species:S:1:pos:R:3:forces:R:3:lowdin_charge:R:1 method="wB97M-V/def2-TZVPD" e_above_lowest_kcal_mol=78.8 lumo_ev=0.96 e_homo_ev=-8.859
H -3.4060 -0.6672 -0.7509 0.3 0.0 0.3 0.041
N -2.3803 -0.6459 -0.7635 0.9 0.6 -0.2 0.067
C -1.9106 0.3927 -0.1748 1.5 0.3 -0.5 -0.408
N -2.7314 1.2852 0.4608 0.1 0.9 0.7 0.069
C -0.1672 0.8591 -0.2274 -8.1 -1.7 0.0 0.019
C 0.5454 -0.2115 -0.2854 6.2 2.9 0.3 -0.266
C 0.4234 -1.6562 -0.0224 -0.7 -0.3 -0.4 -0.062
C 2.0798 0.5425 -0.3953 -1.0 -2.9 0.1 -0.111
C 3.1082 0.1704 0.3626 -0.2 0.1 -0.3 -0.027
H -2.3070 1.8772 1.1616 -0.1 0.0 -0.2 0.081
H -3.6585 0.9646 0.7235 0.3 0.0 -0.2 0.090
H -0.0959 1.9269 -0.3331 0.7 -0.1 -0.1 0.091
H 0.9807 -2.2221 -0.7746 -0.1 0.0 0.1 0.090
H -0.6394 -1.9330 -0.0717 0.5 0.0 0.0 0.056
H 0.8132 -1.9148 0.9657 0.1 0.2 -0.1 0.085
H 2.2285 1.2486 -1.2097 -0.3 -0.1 0.1 0.085
H 3.0029 -0.5535 1.1653 0.0 0.0 -0.1 0.051
H 4.1143 0.5371 0.1692 -0.2 0.2 0.2 0.049



6.
18
Properties=species:S:1:pos:R:3:forces:R:3:lowdin_charge:R:1 method="wB97M-V/def2-TZVPD" charge=+2 e_above_lowest_kcal_mol=45.0 lumo_ev=-10.27 smiles="CC1=C[N+]2(C=[NH+]1)CC2" e_homo_ev=-18.944
C -2.7304 -0.5245 -0.0315 -1.6 0.2 -2.3 0.021
C -1.3654 -0.0617 0.1189 2.8 -5.1 -0.2 -0.191
C -0.1750 -0.8559 0.1319 -2.0 1.1 1.4 0.152
N 0.8986 0.1045 0.0903 -1.9 -1.1 -0.4 -0.135
C 0.3133 1.3290 -0.0685 2.3 2.7 -1.0 0.070
N -0.9601 1.2193 -0.0822 2.1 -1.4 0.7 0.251
C 2.2237 -0.0331 0.7601 2.2 1.7 0.5 0.064
C 2.1756 -0.3700 -0.6644 0.6 -1.1 1.1 0.133
H -3.2113 0.2510 -0.7663 0.5 -2.0 0.7 0.154
H -3.3967 -0.4327 0.7871 -0.2 0.3 1.4 0.094
H -2.7957 -1.6312 -0.3155 0.2 1.8 -0.1 0.150
H 0.1259 -1.9273 0.3028 -1.0 1.3 -0.3 0.193
H 0.9411 2.2330 -0.2758 -0.9 -0.7 0.4 0.227
H -1.5648 1.9077 -0.3401 -2.2 2.9 -0.6 0.177
H 2.2753 -0.7659 1.5745 -0.1 0.0 -0.7 0.175
H 2.6594 0.9387 1.0425 -0.5 -0.4 0.0 0.164
H 2.4860 0.0461 -1.6187 0.1 0.8 0.5 0.174
H 2.1004 -1.4271 -0.6452 -0.4 -1.0 -1.0 0.129



7.
19
Properties=species:S:1:pos:R:3:forces:R:3:lowdin_charge:R:1 method="wB97M-V/def2-TZVPD" e_above_lowest_kcal_mol=54.0 lumo_ev=0.81 smiles="NNC(=O)/C=C/C1CC1" e_homo_ev=-9.312
N -1.9985 -1.8446 -0.8724 -0.5 -0.6 0.2 -0.002
N -0.8913 -2.0420 -1.6943 -0.1 -1.0 -0.9 -0.039
C 0.1610 -1.1782 -1.8494 0.0 0.6 -0.2 -0.496
O 0.9086 -1.3201 -2.8031 0.1 -0.3 0.1 0.035
C 0.3855 -0.0407 -0.9126 0.3 0.0 0.8 -0.001
C -0.2026 0.1319 0.2828 -0.4 -0.4 -0.4 -0.065
C 0.0127 1.2434 1.2350 -0.4 0.4 0.3 -0.283
C 1.1796 2.1756 1.0426 -0.7 0.7 -0.2 -0.132
C 1.2264 1.1881 2.1375 -0.1 0.3 0.9 -0.121
H -2.8210 -1.5525 -1.4098 0.4 -0.2 0.1 0.098
H -2.1951 -2.7364 -0.4024 -0.1 0.7 -0.2 0.099
H -0.9397 -2.8038 -2.3963 0.2 1.0 0.5 0.158
H 1.2289 0.5962 -1.2333 -0.8 -0.3 0.0 0.112
H -0.9590 -0.6007 0.5884 0.3 0.5 -0.2 0.094
H -0.9390 1.6590 1.6401 1.0 -0.4 -0.2 0.146
H 1.7425 1.9465 0.1500 0.3 0.5 0.1 0.085
H 1.0264 3.2196 1.3474 0.2 -0.5 -0.5 0.111
H 1.1673 1.5753 3.1634 -0.1 -0.3 -0.5 0.106
H 1.9073 0.3836 1.9863 0.2 -0.7 0.1 0.096



8.
19
Properties=species:S:1:pos:R:3:forces:R:3:lowdin_charge:R:1 method="wB97M-V/def2-TZVPD" e_above_lowest_kcal_mol=129.7 lumo_ev="0.49 / 0.23" e_homo_ev="-7.223 / -7.050"
C -0.2760 -1.2905 -0.1671 -0.5 0.9 1.5 -0.307
C 0.1857 -0.4839 0.8248 -0.5 -1.0 -1.8 -0.245
C -0.0635 0.8503 0.1159 0.8 -1.7 -0.8 -0.464
N 0.6536 -0.7239 2.0928 0.3 0.1 0.6 0.115
N 1.0593 1.6795 -0.1711 -0.2 0.1 0.1 0.096
C -0.5286 -0.2789 -1.2316 0.1 0.0 1.6 -0.211
C -1.1964 1.4388 0.7254 -0.8 0.9 0.2 0.084
C 0.5612 -0.4698 -2.1215 0.8 0.7 -1.4 0.046
O -0.5810 -2.6131 -0.1535 0.1 -0.2 -0.1 0.073
H -1.0181 -2.8427 -0.9816 0.1 0.0 0.1 0.111
H 0.7958 0.1033 2.6540 -0.1 -0.1 0.0 0.090
H 0.1905 -1.4672 2.5966 0.0 0.1 0.0 0.094
H 0.9506 2.6325 0.1366 0.1 0.1 0.0 0.073
H 1.9558 1.2886 0.0765 -0.1 0.0 0.0 0.089
H -1.5442 -0.0753 -1.5757 0.0 0.1 0.0 0.128
H -2.1746 0.9951 0.6340 0.0 -0.2 0.0 0.064
H -1.1016 2.3154 1.3518 0.0 0.2 -0.1 0.053
H 1.1012 0.3731 -2.5312 -0.1 0.1 -0.2 0.050
H 1.0303 -1.4314 -2.2752 -0.1 -0.1 0.2 0.059



9.
19
Properties=species:S:1:pos:R:3:forces:R:3:lowdin_charge:R:1 method="wB97M-V/def2-TZVPD" e_above_lowest_kcal_mol=151.3 lumo_ev="0.20 / 0.13" e_homo_ev="-7.540 / -7.299"
C 0.3569 1.1860 -1.3326 0.0 -0.1 0.0 -0.082
N -0.0636 -0.0188 -0.6193 -4.7 0.2 -2.6 -0.017
C -2.1787 -0.0874 -0.8022 0.0 0.8 -1.8 -0.344
C -0.0753 -0.0950 0.6450 5.7 -1.1 2.2 -0.330
N -2.7787 -1.1802 -0.2964 0.6 -0.1 0.2 0.145
C 2.0056 -0.6096 0.5995 -1.8 0.6 1.5 -0.040
C -0.5554 -0.2074 1.8630 -0.4 -0.1 -0.2 0.010
C 3.0155 0.2037 0.3689 0.0 0.1 -0.6 -0.092
O -2.7079 0.7293 -1.5127 0.9 -0.5 0.9 0.056
H -2.2227 -1.8659 0.1854 0.0 0.0 0.0 0.096
H -3.7006 -1.4357 -0.6378 0.3 0.2 0.1 0.118
H 2.1217 -1.6125 1.0016 -0.1 0.0 -0.1 0.047
H -0.4887 1.5901 -1.8919 -0.2 -0.1 0.1 0.072
H 1.1117 0.8952 -2.0617 0.1 0.1 0.1 0.086
H 0.7272 1.9639 -0.6622 0.0 -0.1 0.0 0.087
H 0.1016 -0.4918 2.6744 -0.1 0.1 -0.1 0.057
H -1.6064 -0.0435 2.0613 -0.1 0.0 0.0 0.053
H 2.8821 1.1893 -0.0740 0.0 0.0 0.3 0.032
H 4.0558 -0.1094 0.4919 -0.2 -0.1 -0.1 0.046



10.
19
Properties=species:S:1:pos:R:3:forces:R:3:lowdin_charge:R:1 method="wB97M-V/def2-TZVPD" e_above_lowest_kcal_mol=192.8 lumo_ev="0.50 / 0.17" e_homo_ev="-7.741 / -7.342"
C -0.3842 -0.6180 1.4665 0.1 0.0 -0.1 -0.080
N -0.3407 0.0592 0.1653 2.7 0.7 0.6 0.018
C 1.8630 0.3213 0.0577 0.5 0.3 0.4 -0.244
C -0.3046 -0.4905 -0.9732 -2.8 0.2 0.0 -0.389
C -2.3565 -0.3106 -0.5599 0.4 -0.8 -0.8 -0.059
C 2.6620 0.3471 1.1207 -0.2 0.0 -0.1 -0.035
C -3.0045 0.8120 -0.7501 0.0 0.1 0.1 -0.050
O 2.2970 0.6106 -1.2102 -0.3 0.0 0.1 -0.046
N -0.0558 -0.7794 -2.1219 0.2 -0.2 -0.2 0.207
H 3.2108 0.9473 -1.1977 -0.2 -0.1 0.2 0.102
H 0.9007 -0.6290 -2.4368 0.0 0.0 0.1 0.078
H -2.7388 -1.3201 -0.4691 -0.2 0.0 -0.1 0.065
H -1.4172 -0.8546 1.7173 0.0 0.0 -0.1 0.077
H 0.2315 -1.5148 1.4802 0.0 0.0 0.0 0.091
H -0.0048 0.0886 2.1999 0.0 0.0 0.0 0.079
H 3.7274 0.5744 1.0356 -0.1 0.0 -0.1 0.047
H 2.2979 0.1550 2.1190 -0.1 0.0 0.0 0.025
H -2.4970 1.7706 -0.7688 0.1 0.0 -0.2 0.058
H -4.0861 0.8309 -0.8745 0.0 0.0 0.1 0.054



11.
20
Properties=species:S:1:pos:R:3:forces:R:3:lowdin_charge:R:1 method="wB97M-V/def2-TZVPD" e_above_lowest_kcal_mol=56.7 lumo_ev=0.75 smiles="O=C(O)[C@@]12C[C@@H]1NCCN2" e_homo_ev=-9.134
O 2.2151 -1.4913 1.7638 -1.0 0.4 0.1 0.096
C 1.3640 -1.5013 0.9014 0.7 0.9 0.2 -0.476
O 1.5448 -2.3249 -0.1298 -0.3 -0.4 -0.6 0.114
C 0.1964 -0.5161 0.7628 0.6 1.8 -0.2 -0.272
C 0.0614 0.6182 1.8284 5.8 -3.6 -1.4 0.025
C 0.7429 0.9857 0.5132 -3.3 -2.7 0.5 -0.142
N 0.1040 1.6951 -0.5899 0.1 -1.2 2.8 -0.023
C -0.5057 0.8985 -1.6015 -0.2 -0.4 -1.5 -0.230
C -1.5691 0.0190 -0.9335 0.2 -1.2 -0.5 -0.188
N -0.8432 -0.9786 -0.1246 1.3 1.1 -0.4 -0.019
H 0.9075 -2.1266 -0.8361 -0.3 0.0 0.3 0.103
H 0.7437 0.2791 2.6635 -0.6 1.1 -0.9 0.130
H -0.8252 0.9011 2.1159 -4.8 1.7 1.1 0.043
H 1.7570 0.8507 0.6217 2.5 0.9 -0.4 0.111
H 0.6976 2.4237 -0.8296 0.9 1.5 -1.2 0.090
H 0.2474 0.2118 -2.2148 -1.5 1.2 1.0 0.151
H -1.0376 1.6189 -2.2808 0.7 -0.8 0.3 0.127
H -2.2912 0.6205 -0.3073 0.6 -0.4 -0.9 0.130
H -2.0640 -0.6422 -1.7165 0.1 1.3 0.9 0.132
H -1.4456 -1.5413 0.3937 -1.4 -1.1 0.8 0.099



12.
21
Properties=species:S:1:pos:R:3:forces:R:3:lowdin_charge:R:1 method="wB97M-V/def2-TZVPD" e_above_lowest_kcal_mol=79.5 lumo_ev=0.59 e_homo_ev=-8.495
C -0.0473 1.9998 -1.3189 -2.6 -1.4 0.5 -0.032
C 1.0298 1.3832 -0.8027 0.5 2.3 -1.1 -0.099
C -1.5690 -1.7311 -1.0280 -1.8 3.1 0.6 -0.707
C -0.6968 -0.1105 -0.5786 2.1 2.2 -2.5 -0.181
C 2.0110 -0.3245 1.6883 3.3 2.6 -1.6 -0.062
C 1.6827 -0.6900 0.2579 -0.9 -0.3 -0.6 -0.173
N -1.1097 1.0595 -1.1918 2.9 -1.5 1.1 0.064
N 0.6835 0.1515 -0.4419 -1.4 -2.8 1.6 -0.059
O -2.7483 -1.5728 -1.1552 -1.2 0.9 -0.2 0.028
O -0.7447 -2.5200 -1.0399 4.2 -4.0 -0.4 0.137
S -2.1970 0.0547 1.5301 -3.1 -0.8 -0.6 0.531
H -0.3726 2.9592 -1.6157 0.6 0.9 -0.4 0.101
H 2.0462 1.7603 -0.7668 -0.2 -0.2 0.2 0.137
H 1.2487 0.2784 2.0997 -0.7 0.9 0.6 0.058
H 2.0963 -1.1935 2.2261 0.1 -2.1 1.4 0.037
H 3.0883 0.1640 1.7747 -2.4 -0.5 -0.1 0.122
H 1.2720 -1.6607 0.3571 -0.7 -1.0 -0.6 0.097
H 2.5090 -0.7943 -0.4298 0.5 0.2 0.1 0.124
H -2.0669 1.1566 -1.3778 -1.2 0.5 -0.5 0.124
H -2.6437 -0.9570 0.6031 0.7 1.2 1.4 -0.111
H -3.4715 0.5871 1.2101 1.5 -0.2 0.8 -0.137



no.,energy (a.u.)
1,-343.912750
2,-344.004944
3,-343.837807
4,-343.947299
5,-344.011161
6,-343.345754
7,-419.300413
8,-419.179878
9,-419.145457
10,-419.079319
11,-494.553391
12,-892.727852